1.
C22H50LiN2O4 | ωB97M-V/def2-TZVPD

Values from the calculation:
E_LUMO	-2.098	eV
HOMO level	-11.04	eV
ΔE to the lowest compared entry with this formula, charge and spin	0.0	kJ/mol
charge	+1

Geometry as XYZ:
```
79
Properties=species:S:1:pos:R:3:mulliken_charge:R:1
Li 0.58751 -0.23503 -0.12315 0.61
C 3.57251 -0.57503 2.15285 -1.07
C 3.59851 -0.96703 0.64685 0.01
O 2.27651 -1.47203 0.36285 -0.26
H 3.55351 -1.47003 2.83785 0.34
H 2.88851 0.18697 2.47085 0.09
H 4.58451 -0.18303 2.27285 0.42
H 4.39351 -1.73103 0.54485 0.47
H 3.78751 -0.08903 0.02685 -0.11
H 2.27451 -2.46003 0.40385 0.19
C 3.41251 2.62597 -0.55915 -1.65
C 2.08551 2.38997 0.22085 -0.17
O 1.20051 1.65397 -0.61015 0.11
H 3.30551 3.42697 -1.27515 0.42
H 3.86951 1.75697 -0.94015 0.38
H 4.10651 3.00897 0.19385 0.42
H 1.71151 3.33797 0.50585 0.57
H 2.26951 1.79597 1.20385 0.03
H 1.07451 2.25297 -1.38515 0.13
C -1.66649 0.93097 -1.13315 -2.20
C -1.33149 -0.01203 -2.37015 1.61
C -1.30549 0.80097 -3.64715 -1.19
C -0.65149 0.22697 -4.87115 -0.74
C 0.81951 0.17597 -4.45115 -1.31
C 0.96051 -0.85603 -3.37215 1.24
N 0.01851 -0.67303 -2.23215 1.47
O 0.07451 -1.74803 -1.56315 -0.29
C 2.36451 -0.56303 -2.85015 -2.05
C 1.08051 -2.27603 -4.00115 -2.08
C -2.39749 -1.09803 -2.53815 -1.75
H -1.22849 0.41997 -0.28515 -0.06
H -2.74049 0.99597 -0.98015 0.57
H -1.28149 1.88897 -1.15815 0.56
H -0.74149 1.67697 -3.28915 0.33
H -2.30449 1.08497 -3.91515 0.45
H -0.79749 0.84697 -5.73215 0.48
H -1.01849 -0.75703 -5.17015 0.31
H 1.17351 1.22797 -4.16515 0.18
H 1.39351 -0.02103 -5.34315 0.54
H 0.06751 -2.45903 -2.21715 0.29
H 2.36351 0.44797 -2.46115 0.32
H 3.12051 -0.61503 -3.55815 0.70
H 2.73451 -1.22003 -2.04415 0.20
H 1.81151 -2.41503 -4.80915 0.34
H 0.11351 -2.74503 -4.31515 0.38
H 1.35051 -2.99603 -3.28015 0.67
H -3.41249 -0.75203 -2.85115 0.40
H -2.54849 -1.73103 -1.71115 0.32
H -1.99249 -1.79603 -3.30715 0.37
C -1.04149 -1.73103 3.92985 -1.78
C -1.46649 -1.26403 2.56085 1.63
C -3.02449 -1.11703 2.47085 -0.99
C -3.63749 0.13597 3.17385 -1.01
C -2.98849 1.39297 2.66885 -0.55
C -1.46249 1.30997 2.74185 1.68
N -0.88949 0.02597 2.19485 0.59
O 0.39651 0.06397 1.95885 0.10
C -1.03249 1.53397 4.17185 -2.52
C -0.90149 2.44897 1.98185 -2.36
C -1.02449 -2.37303 1.58085 -1.45
H -1.69849 -2.37503 4.43185 0.39
H -0.77849 -0.89103 4.57285 0.34
H -0.11249 -2.26303 3.96885 0.44
H -3.63649 -1.99803 2.80085 0.49
H -3.26549 -0.86803 1.44285 0.12
H -3.51249 0.06397 4.23485 0.41
H -4.75149 0.21097 3.13485 0.43
H -3.48049 2.11197 3.37785 0.25
H -3.21749 1.61297 1.56885 0.23
H 0.93651 -0.27403 2.66785 0.12
H -1.12049 2.53897 4.58685 0.43
H -0.03449 1.31897 4.37185 0.40
H -1.59249 0.92797 4.76985 0.66
H -1.39849 3.32297 2.18085 0.62
H -1.05649 2.32097 0.93485 0.27
H 0.13651 2.61997 2.18485 0.48
H -1.65249 -3.24503 1.88185 0.53
H 0.05851 -2.56303 1.56785 0.12
H -1.33149 -2.24503 0.55685 -0.02
```



2.
C22H50N6O8 | ωB97M-V/def2-TZVPD

Values from the calculation:
E_LUMO	0.479	eV
HOMO level	-9.12	eV
ΔE to the lowest compared entry with this formula, charge and spin	0.0	kJ/mol
SMILES string	CCOC(C)=O.CN(C)C=O.CN(C)C=O.CN(C)C=O.CN(C)C=O.CN(C)C=O.CN(C)C=O

Geometry as XYZ:
```
86
Properties=species:S:1:pos:R:3:mulliken_charge:R:1
C -0.92413 -1.51690 2.02386 -1.51
C -0.43915 -0.47107 0.99981 0.61
O 0.72123 -1.04585 0.38088 -0.28
C 1.50149 -0.29627 -0.38569 0.67
C 2.67436 -1.03449 -0.89694 -1.10
O 1.26600 0.86555 -0.63917 -0.40
H -0.70840 -1.25803 3.05842 0.26
H -0.54991 -2.53179 1.89175 0.36
H -2.00239 -1.57308 1.85443 0.40
H -1.15890 -0.31407 0.19215 -0.39
H -0.31620 0.49708 1.48510 0.50
H 3.00357 -1.92644 -0.36826 0.36
H 3.58651 -0.43511 -0.93101 0.34
H 2.47957 -1.25826 -1.95073 0.20
C 0.71535 -6.67983 -3.52114 -1.09
N 1.10501 -5.26916 -3.40654 0.22
C 1.89620 -4.82669 -2.27968 -1.00
C 0.79213 -4.42284 -4.37748 0.03
O 1.10834 -3.23814 -4.42609 -0.59
H 0.60266 -7.06073 -2.50855 0.36
H 1.47878 -7.18398 -4.11617 0.36
H -0.22031 -6.86019 -4.04828 0.36
H 2.48121 -3.92917 -2.47083 0.36
H 1.18258 -4.49590 -1.51804 0.26
H 2.59993 -5.55797 -1.88886 0.41
H 0.13366 -4.85289 -5.14717 0.33
C 2.59192 1.87632 7.66552 -0.85
N 2.48012 0.92481 6.56013 0.11
C 3.48601 -0.09035 6.41179 -0.92
C 1.26369 0.75842 5.97161 0.28
O 1.05231 -0.11071 5.15105 -0.61
H 2.86890 1.47425 8.64363 0.30
H 1.63220 2.38078 7.72136 0.28
H 3.41847 2.56504 7.47368 0.30
H 3.47501 -0.80608 7.24255 0.32
H 3.36842 -0.68457 5.51161 0.28
H 4.47249 0.37854 6.42654 0.32
H 0.51568 1.50454 6.26544 0.21
C -1.28524 1.78117 -2.36894 -0.84
N -2.72366 1.97380 -2.23465 0.20
C -3.27002 3.29109 -2.51970 -1.07
C -3.46020 0.92481 -1.81214 0.45
O -4.64175 0.98351 -1.51657 -0.67
H -0.69864 2.54096 -1.84975 0.17
H -1.12556 1.96556 -3.43912 0.48
H -0.97115 0.78673 -2.07559 0.12
H -2.85909 4.09761 -1.92011 0.24
H -3.31115 3.39131 -3.60491 0.40
H -4.33776 3.26767 -2.28615 0.36
H -2.87798 -0.00921 -1.80706 0.13
C -1.85503 5.44257 1.17513 -0.85
N -1.63719 4.13780 1.77206 0.25
C -2.15926 3.01289 1.02391 -0.79
C -1.17939 4.00685 3.03502 0.09
O -0.92258 2.93399 3.54484 -0.56
H -1.50476 6.27979 1.77296 0.31
H -2.87234 5.63642 0.82361 0.32
H -1.31224 5.47831 0.22218 0.22
H -3.15841 3.09772 0.59660 0.39
H -1.49427 2.73221 0.20332 0.04
H -2.13771 2.16503 1.70842 0.31
H -1.06813 4.95397 3.57709 0.29
C 3.33847 3.02915 -1.71520 -0.60
N 2.53630 3.49637 -2.83979 0.14
C 2.18732 4.90388 -2.86753 -1.00
C 2.11520 2.67315 -3.82261 0.08
O 1.57158 3.07313 -4.84010 -0.64
H 3.43517 1.94993 -1.61711 -0.06
H 2.75920 3.32999 -0.84045 0.34
H 4.35453 3.42410 -1.74101 0.35
H 1.12852 5.08507 -2.67169 0.26
H 2.81443 5.51938 -2.23037 0.39
H 2.33137 5.20277 -3.90965 0.36
H 2.50918 1.66111 -3.64200 0.39
C -1.96979 -5.48470 -0.47198 -0.92
N -2.80006 -4.29110 -0.49564 0.12
C -2.26950 -3.13014 -1.21032 -0.76
C -4.05024 -4.30231 0.00090 0.07
O -4.65461 -5.26337 0.43427 -0.59
H -1.11931 -5.30858 0.18602 0.26
H -1.61128 -5.79201 -1.45967 0.27
H -2.61761 -6.32177 -0.21000 0.39
H -1.31663 -3.31884 -1.70521 0.12
H -2.94660 -2.72847 -1.95953 0.42
H -1.95951 -2.46340 -0.39940 0.22
H -4.53702 -3.31076 -0.04303 0.37
```



3.
C22H51B3O4PS | ωB97M-V/def2-TZVPD

Values from the calculation:
E_LUMO	-2.056	eV
HOMO level	-12.24	eV
charge	+1

Geometry as XYZ:
```
82
Properties=species:S:1:pos:R:3:mulliken_charge:R:1
C 6.38559 0.42772 -4.00530 -1.50
C 6.27090 -1.04258 -4.41204 0.75
C 7.61182 -1.49730 -4.98278 -1.76
C 5.78504 -1.88827 -3.20709 1.03
C 6.38986 -3.28792 -3.10463 -1.98
C 4.27035 -2.06918 -3.21049 -1.13
O 3.60243 -0.84250 -3.53760 0.20
B 2.28890 -0.79698 -3.78107 0.35
O 1.78039 0.07332 -4.74340 -0.48
B 0.44813 0.37519 -4.77701 0.55
O -0.33451 -0.07565 -3.71141 -0.52
B 0.03647 -1.34990 -3.31405 0.78
S -1.15779 -2.69726 -3.13630 -0.39
O 1.37110 -1.58400 -3.08061 -0.53
H 6.63769 1.04879 -4.86837 0.38
H 7.18257 0.55444 -3.26539 0.42
H 5.45309 0.79854 -3.57961 0.28
H 5.51612 -1.09898 -5.20517 0.12
H 8.42081 -1.34735 -4.26120 0.35
H 7.85529 -0.89730 -5.86310 0.45
H 7.61637 -2.54515 -5.28495 0.40
H 6.04882 -1.35113 -2.28708 0.23
H 6.16418 -3.88390 -3.99345 0.41
H 5.97070 -3.82604 -2.24952 0.47
H 7.47117 -3.25658 -2.97711 0.42
H 3.99619 -2.83175 -3.94768 0.43
H 3.92032 -2.40581 -2.22987 0.31
H -0.03843 0.95008 -5.69181 -0.12
H -2.07111 -2.08721 -3.90512 0.12
C -0.43103 2.45846 -1.14237 -1.26
C -1.72995 1.66873 -1.02659 0.76
C -2.75517 2.34999 -0.12222 -1.28
C -2.48035 2.25640 1.38700 -1.16
P -2.92561 0.69926 2.19976 1.28
C -4.62554 0.31989 1.69573 -1.50
C -5.71599 1.39491 1.82113 -0.83
C -6.22987 1.73950 3.22130 -0.40
C -6.62765 0.53764 4.07021 -1.26
C -2.93041 1.02468 3.98087 -0.74
C -1.64561 1.40221 4.73119 -0.99
C -0.58243 0.32164 4.90088 0.41
C -1.10982 -1.01278 5.41425 -1.39
C -2.08980 -0.83149 1.68106 -0.87
C -0.59429 -1.14824 1.83177 -1.33
C 0.42930 -0.06556 1.45381 0.47
C 1.12852 -0.36503 0.13362 -1.87
H 0.03747 2.64069 -0.17199 0.27
H 0.28967 1.92516 -1.76018 0.08
H -0.61676 3.42868 -1.60568 0.46
H -1.52235 0.65152 -0.68329 -0.57
H -2.16231 1.56329 -2.02280 0.47
H -3.75683 1.96582 -0.32627 0.42
H -2.78778 3.41212 -0.37635 0.46
H -3.10661 2.98232 1.91811 0.70
H -1.45195 2.52877 1.63148 0.65
H -4.90849 -0.60460 2.20451 0.80
H -4.53312 0.04914 0.63971 0.52
H -6.55816 1.02903 1.22877 0.52
H -5.38426 2.30982 1.32395 0.23
H -7.10568 2.37660 3.08353 0.46
H -5.51308 2.36241 3.76064 0.23
H -7.50662 0.03881 3.65900 0.37
H -6.87170 0.84687 5.08589 0.36
H -5.83293 -0.20753 4.14506 0.25
H -3.45614 0.19537 4.45997 0.55
H -3.60634 1.87975 4.05377 0.11
H -1.97744 1.73138 5.71883 0.47
H -1.19795 2.28050 4.25866 0.35
H 0.15964 0.70673 5.60293 0.49
H -0.04591 0.18073 3.96329 -0.50
H -1.47812 -0.92817 6.43801 0.35
H -0.32265 -1.76679 5.41313 0.42
H -1.92720 -1.40230 4.80208 0.28
H -2.40218 -0.94817 0.63793 0.67
H -2.65872 -1.59490 2.22512 0.60
H -0.42331 -2.02095 1.19676 0.63
H -0.42336 -1.50109 2.84726 0.27
H 1.18302 0.00020 2.24023 0.65
H -0.03786 0.92121 1.40771 -0.18
H 1.75711 -1.25170 0.22593 0.57
H 1.76526 0.46072 -0.18294 0.48
H 0.40695 -0.55699 -0.66099 0.02
```